C29H42BBr2ClF12NO13PS | ωB97M-V/def2-TZVPD

LUMO level   -0.018 Eh
SMILES   COB(O)[C@]1(Br)NC(=O)[C@](Cl)(C[C@@H](C)Br)[C@]1(CCCOC(C)=O)[PH2]=S.CCOC(=O)C(F)(F)F.CCOC(=O)C(F)(F)F.CCOC(=O)C(F)(F)F.CCOC(=O)C(F)(F)F
Spin multiplicity   1
HOMO level   -8.7 eV

```
103
Properties=species:S:1:pos:R:3:forces:R:3
C -7.444 -1.848 -3.428 0.3 -1.2 -0.6
O -6.707 -1.015 -2.454 -0.2 2.0 -2.7
B -6.484 0.307 -3.080 -2.8 1.0 2.5
O -7.611 1.295 -3.006 1.4 -3.5 -1.6
C -5.084 0.779 -3.800 0.7 -2.0 1.7
Br -5.889 1.802 -5.375 1.4 -0.8 0.7
N -4.497 -0.617 -4.117 2.8 0.7 0.8
C -3.278 -0.968 -3.236 2.0 -3.5 -3.0
O -2.550 -2.060 -3.475 -4.5 6.6 1.6
C -3.070 0.234 -2.089 -1.0 -2.2 -2.8
Cl -1.215 0.556 -1.905 -2.4 -0.4 -0.1
C -3.844 -0.412 -0.808 -0.9 0.0 1.2
C -2.942 -0.912 0.449 -1.2 -2.1 0.2
C -1.863 -2.115 0.123 1.1 0.5 0.6
Br -2.131 0.606 1.546 -0.6 -1.1 -1.0
C -3.839 1.428 -2.985 1.9 1.7 0.3
C -2.848 2.281 -4.033 -0.6 0.4 -0.4
C -2.395 1.513 -5.381 1.3 0.4 -1.2
C -0.968 0.696 -5.316 0.0 0.6 0.4
O -0.693 0.167 -6.693 -1.3 -3.6 1.7
C -0.932 -1.309 -6.558 4.3 -4.2 2.4
C -2.387 -2.025 -6.898 0.1 0.0 0.1
O 0.034 -2.148 -6.095 -6.2 6.1 -3.2
P -4.030 2.777 -1.665 0.1 0.9 0.7
S -5.696 2.971 -0.750 -1.0 -0.2 0.2
H -6.730 -2.749 -3.706 -1.6 1.8 0.4
H -7.667 -1.251 -4.422 0.2 -1.2 1.9
H -8.433 -2.295 -2.965 2.0 1.2 -0.9
H -8.376 0.826 -3.459 1.0 0.9 1.2
H -4.404 -0.845 -5.132 0.1 0.0 1.4
H -4.443 -1.369 -1.197 1.4 2.0 0.8
H -4.695 0.293 -0.356 2.0 -1.2 -1.2
H -3.712 -1.408 1.219 1.6 1.4 -1.8
H -0.794 -1.745 0.502 -2.3 -0.9 -1.0
H -1.789 -2.412 -1.006 -0.3 0.8 2.1
H -2.111 -3.069 0.754 0.3 1.9 -1.2
H -1.939 2.797 -3.456 -1.9 -1.5 -1.2
H -3.524 3.207 -4.368 1.4 -2.1 0.7
H -3.174 0.795 -5.877 1.3 1.5 1.3
H -2.212 2.366 -6.200 -0.4 -1.9 1.8
H -0.968 -0.242 -4.617 0.0 2.2 -0.9
H -0.076 1.442 -5.052 -2.0 -1.8 -0.5
H -3.268 -1.266 -7.030 1.9 -1.3 0.0
H -2.229 -2.652 -7.874 -0.3 1.4 1.7
H -2.700 -2.810 -6.056 1.2 2.0 -1.6
H -2.993 2.521 -0.655 -0.3 0.0 -1.4
H -3.675 4.092 -2.217 0.2 -1.4 0.0
C 4.354 -0.142 0.045 -0.6 -0.4 0.5
C 3.648 -1.472 -0.150 0.1 0.6 -0.8
O 3.518 -2.162 1.102 -1.5 -0.1 1.6
C 2.473 -1.773 1.899 -0.2 1.9 -2.8
O 1.675 -0.889 1.598 1.6 -2.2 1.2
C 2.423 -2.617 3.171 -0.1 -1.1 2.1
F 3.649 -2.776 3.747 -0.8 0.4 -0.8
F 1.949 -3.874 2.934 0.3 1.2 -0.4
F 1.620 -2.084 4.135 0.7 -0.1 -1.3
H 5.316 -0.288 0.547 -0.7 -0.3 -0.1
H 4.526 0.349 -0.916 -0.4 -0.3 0.2
H 3.764 0.529 0.677 -0.1 -0.1 -0.2
H 4.249 -2.112 -0.805 -0.1 -0.1 0.4
H 2.672 -1.345 -0.632 0.1 -0.1 0.3
C 9.117 3.049 -4.406 0.0 0.2 0.3
C 8.412 1.719 -4.601 0.2 0.5 -0.7
O 8.281 1.029 -3.349 -1.4 0.0 1.5
C 7.236 1.418 -2.552 -0.3 1.9 -2.7
O 6.438 2.302 -2.853 1.6 -2.2 1.2
C 7.186 0.574 -1.280 0.2 -1.1 2.3
F 8.412 0.415 -0.704 -0.9 0.4 -0.8
F 6.712 -0.683 -1.517 0.4 1.0 -0.4
F 6.383 1.107 -0.316 2.0 0.8 -1.6
H 10.079 2.903 -3.904 -0.1 -0.1 -0.2
H 9.289 3.540 -5.367 0.0 -0.1 0.1
H 8.527 3.720 -3.774 0.0 -0.1 -0.2
H 9.013 1.079 -5.256 -0.1 -0.1 0.4
H 7.435 1.845 -5.083 0.1 0.0 0.3
C -1.692 4.083 7.135 -0.2 -0.3 -0.2
C -1.444 5.315 6.283 -0.1 0.1 0.8
O -1.257 4.948 4.908 -1.2 -0.2 -1.5
C -2.398 4.728 4.182 -1.2 0.8 2.9
O -3.533 4.826 4.643 2.6 -0.4 -1.6
C -2.057 4.394 2.731 0.3 -0.8 -2.5
F -1.040 3.492 2.622 -0.8 0.8 0.5
F -1.663 5.496 2.030 -0.4 -0.6 0.9
F -3.108 3.863 2.044 0.8 0.7 1.2
H -0.887 3.354 7.001 0.0 0.2 0.1
H -1.756 4.351 8.193 0.0 0.0 -0.1
H -2.623 3.585 6.847 0.1 0.2 0.1
H -0.521 5.805 6.610 -0.1 -0.1 -0.4
H -2.252 6.048 6.387 0.0 -0.2 -0.2
C 2.489 -4.934 5.816 0.0 -0.4 0.1
C 2.758 -3.734 6.707 0.2 0.1 -0.9
O 2.201 -3.941 8.013 0.7 -0.8 1.8
C 2.952 -4.696 8.876 1.8 0.1 -2.8
O 4.041 -5.187 8.587 -2.6 1.0 1.2
C 2.269 -4.797 10.239 -1.2 -0.4 2.3
F 0.935 -5.065 10.142 1.2 0.2 -0.3
F 2.372 -3.638 10.951 0.2 -0.7 -0.9
F 2.793 -5.776 11.028 -0.2 0.9 -1.2
H 1.418 -5.158 5.785 0.1 0.2 -0.1
H 2.842 -4.747 4.798 -0.1 -0.1 0.4
H 2.991 -5.829 6.198 0.0 0.2 0.0
H 2.265 -2.851 6.287 0.0 -0.2 0.5
H 3.828 -3.507 6.768 -0.2 -0.2 0.2
```
Forces are in eV/Å.

C15H16CoN4O6S2Se | ωB97M-V/def2-TZVPD

LUMO level (alpha / beta)   0.086 / 0.028 Eh
Energy above the lowest of the compared OMol25 structures with the same formula, charge and spin   25.2 kcal/mol
Net charge   -1
Spin multiplicity   5
HOMO level (alpha / beta)   -5.3 / -5.2 eV

```
45
Properties=species:S:1:pos:R:3:forces:R:3
Co -1.649 -0.356 -0.110 0.7 -0.4 0.8
N -2.083 1.735 1.476 0.2 -0.3 0.0
C -3.061 1.484 2.533 0.1 -0.1 0.0
C -2.755 0.180 3.271 -0.1 -0.1 -0.4
C -3.179 -1.059 2.465 0.0 0.4 0.3
O -3.833 -1.925 3.028 0.1 0.0 -0.3
O -2.857 -1.086 1.210 -0.2 0.1 -0.1
H -1.162 1.900 1.867 0.0 0.0 0.0
H -2.339 2.531 0.907 0.0 0.0 -0.1
H -4.043 1.405 2.063 0.0 0.0 0.0
H -3.103 2.310 3.248 0.0 0.0 0.1
H -3.296 0.147 4.213 0.0 0.0 0.1
H -1.685 0.115 3.490 0.0 0.0 0.0
O 1.214 -0.281 3.276 0.0 0.0 0.0
C 2.372 -0.216 2.591 0.2 0.0 -0.2
C 3.554 -0.176 3.333 0.0 0.0 0.0
C 4.778 -0.114 2.698 0.0 0.0 0.0
C 4.851 -0.093 1.308 0.1 0.0 -0.1
C 3.686 -0.133 0.567 0.0 0.0 0.0
C 2.435 -0.190 1.185 -0.1 0.0 0.2
C 1.202 -0.219 0.355 -0.4 0.2 0.0
O 0.048 -0.197 0.957 0.1 0.4 0.3
N 1.343 -0.221 -0.932 0.4 -0.2 0.0
N 0.134 -0.275 -1.581 -0.7 0.0 -0.2
C 0.253 -0.290 -2.854 0.3 0.3 0.2
S -1.055 -0.344 -4.014 0.1 -0.2 0.1
C -0.071 0.500 -5.290 -0.2 -0.1 0.1
C 1.304 -0.127 -5.274 0.1 -0.1 0.2
S 1.877 -0.154 -3.550 0.0 0.1 -0.1
H 0.505 -0.353 2.601 -0.1 0.0 -0.1
H 3.480 -0.198 4.414 0.0 0.0 0.0
H 5.686 -0.083 3.290 0.0 0.0 0.0
H 5.812 -0.048 0.809 0.0 0.0 0.0
H 3.709 -0.116 -0.515 0.0 0.0 0.0
H -0.043 1.565 -5.061 0.0 0.0 0.0
H -0.581 0.344 -6.240 0.0 0.0 0.0
H 2.035 0.445 -5.845 0.0 0.0 0.0
H 1.266 -1.152 -5.642 0.0 0.0 -0.1
Se -3.129 2.636 -3.554 -0.2 0.5 -0.6
C -2.681 1.669 -2.166 0.2 -0.4 1.0
N -2.375 1.062 -1.212 -0.4 0.2 -0.8
O -0.900 -2.381 0.123 0.2 -0.1 -0.4
C -1.631 -2.688 -0.831 -0.5 -0.3 -0.5
O -2.318 -1.816 -1.445 0.2 0.0 0.2
H -1.716 -3.735 -1.165 0.1 0.0 0.0
```
Forces are in eV/Å.

C2H8NS2 | ωB97M-V/def2-TZVPD

LUMO level   -0.231 Eh
Energy above the lowest of the compared OMol25 structures with the same formula, charge and spin   78.9 kcal/mol
Net charge   +1
Spin multiplicity   1
HOMO level   -14.0 eV

```
13
Properties=species:S:1:pos:R:3:forces:R:3
S -0.643 1.005 -0.915 -1.2 -3.2 -0.4
S -1.431 -1.434 -0.680 1.3 2.7 -0.5
H -1.949 0.924 -1.136 -0.6 0.9 0.0
H -0.991 -1.427 -1.950 -0.2 -0.5 0.0
C 1.839 0.459 0.884 -1.9 0.3 -0.9
C 1.516 -0.755 0.431 1.2 -0.2 0.0
N 0.679 1.064 1.679 0.8 1.1 -0.8
H 2.438 1.240 0.386 -0.5 -0.5 0.3
H 1.722 -1.207 -0.551 0.9 0.3 0.8
H 1.043 -1.391 1.153 -1.0 -0.3 -0.2
H -0.124 1.180 0.853 1.3 0.5 1.3
H 0.166 0.556 2.373 0.3 -1.2 0.7
H 0.974 1.927 2.152 -0.3 0.0 -0.4
```
Forces are in eV/Å.

C11H14N4O | ωB97M-V/def2-TZVPD

LUMO level   -0.014 Eh
Energy above the lowest of the compared OMol25 structures with the same formula, charge and spin   127.1 kcal/mol
SMILES   CN1[C@H](N)[N+]([O-])=C2CCC=C3C=CC=N[C@]321
Spin multiplicity   1
HOMO level   -8.3 eV

```
30
Properties=species:S:1:pos:R:3:forces:R:3
C 2.825 -0.673 0.892 1.7 0.0 -1.5
C 2.545 0.188 -0.119 0.5 -0.4 1.9
C 0.972 1.983 -0.588 1.8 -0.1 -0.9
C 1.764 -1.116 1.731 -1.5 1.1 -0.7
C 1.234 0.784 -0.100 0.7 0.1 -1.7
C -0.977 0.942 0.703 -2.8 0.1 1.5
C -0.252 2.739 -0.516 -2.0 2.6 -1.6
C -0.990 2.429 0.799 2.5 -1.0 2.0
C -1.955 -1.040 0.307 3.0 -1.6 -2.2
C 0.158 -0.034 0.415 -1.5 1.3 -1.5
C 0.140 -2.146 -0.921 0.8 0.6 1.4
N 0.550 -0.810 1.475 -0.1 -1.8 3.6
N -0.542 -0.874 -0.586 -2.5 -0.2 1.6
N -2.150 0.368 0.702 1.7 -1.6 -0.8
N -2.901 -1.639 -0.596 -0.4 1.3 0.0
O -3.334 0.763 0.865 -0.3 0.8 0.2
H 3.836 -1.093 0.993 -0.5 0.2 0.1
H 3.349 0.530 -0.729 0.2 0.4 -0.6
H 1.799 2.422 -1.103 0.5 0.6 -0.3
H 1.930 -1.653 2.626 0.3 -0.8 0.8
H -0.028 3.829 -0.758 -0.3 -1.1 0.8
H -0.967 2.492 -1.424 1.2 0.1 1.8
H -2.010 2.721 0.845 -0.8 0.5 -0.1
H -0.482 2.665 1.875 -0.7 0.2 -2.8
H -1.591 -1.623 1.186 -1.1 0.2 -0.6
H -0.227 -2.460 -1.908 0.4 0.0 0.3
H 1.301 -1.814 -0.940 -2.7 -1.6 -0.1
H -0.174 -2.942 -0.129 1.2 1.0 -1.4
H -3.883 -1.447 -0.317 0.9 -0.2 0.2
H -2.784 -1.100 -1.475 -0.1 -0.5 0.6
```
Forces are in eV/Å.